1.
Density functional theory data (ωB97M-V with the def2-TZVPD basis set) for a molecular structure, C25H44IrOP2 in a non-equilibrium geometry.

Each line ends with the Mulliken charge.
Cartesian coordinates (Å):
Ir 1.821 -0.960 1.055  1.29
P 2.006 -0.624 -2.040  0.64
P -0.413 1.222 -3.097  1.17
O 4.093 0.322 0.561  -0.62
C 1.979 -1.840 4.017  -1.48
C 0.427 2.083 -0.644  0.14
C 1.282 -3.639 1.531  -1.31
C -2.793 2.318 0.243  -0.88
C -0.540 3.265 -0.358  -0.26
C -1.476 0.502 -4.377  -1.47
C -0.176 0.585 4.129  -1.50
C 1.259 -1.952 -3.066  -1.29
C 1.310 0.685 -3.336  -1.86
C 3.107 0.438 1.299  0.68
C -1.366 0.060 -1.418  1.41
C -1.794 -3.232 1.292  -2.39
C 3.599 -0.557 -2.994  -1.35
C -2.616 -0.780 3.008  -2.21
C 0.595 -2.358 1.774  0.06
C -0.100 -0.538 3.172  -0.17
C -0.851 -2.161 1.675  0.66
C 2.761 1.491 2.368  -0.98
C -1.554 2.714 0.644  -0.26
C -0.426 2.994 -3.710  -1.60
C -3.297 0.891 0.024  0.54
C -0.370 0.773 -0.634  -1.67
C 1.045 -1.390 2.917  1.29
C -1.221 -1.123 2.555  1.35
C -2.919 0.230 -1.324  -1.21
H 3.486 -0.129 -4.000  0.40
H 1.247 2.332 -1.360  0.32
H 1.984 1.584 -3.344  0.61
H -0.378 2.919 -4.811  0.50
H -1.403 -3.876 0.507  0.50
H -3.557 3.113 0.020  0.28
H -2.497 0.877 -4.225  0.43
H -0.185 0.221 0.383  -0.06
H 1.296 -4.226 2.460  0.31
H 1.117 -1.699 -4.121  0.38
H -0.991 3.633 -1.314  0.12
H 2.121 -2.924 4.088  0.31
H -0.313 1.521 3.558  0.02
H 2.303 -3.423 1.193  0.37
H -3.351 -0.788 -1.445  0.50
H 1.689 1.705 2.280  0.10
H -3.397 0.758 -2.182  0.39
H -1.379 3.467 -3.421  0.44
H 1.180 1.985 0.173  -0.57
H -2.748 -1.109 4.059  0.45
H -2.767 -2.847 0.986  0.38
H 1.928 -2.800 -3.039  0.54
H -1.253 2.919 1.697  0.38
H -1.945 -3.848 2.182  0.41
H 4.020 -1.552 -3.096  0.49
H -1.006 0.539 4.856  0.45
H 1.653 -1.542 5.024  0.42
H 2.929 -1.345 3.852  0.31
H 0.778 0.687 4.660  0.36
H 1.315 0.231 -4.361  0.86
H 0.431 3.592 -3.349  0.38
H -2.832 0.304 3.011  0.41
H 0.302 -2.256 -2.669  0.25
H 0.061 4.049 0.140  0.50
H -1.072 0.880 -5.328  0.54
H 3.011 1.155 3.385  0.23
H -1.201 -1.060 -1.196  -0.13
H -3.065 0.176 0.836  -0.88
H 3.329 2.380 2.143  0.42
H -3.423 -1.274 2.437  0.38
H -1.437 -0.589 -4.329  0.37
H -4.393 0.921 0.118  0.73
H 0.733 -4.136 0.717  0.36
H 4.308 0.055 -2.443  0.30

The HOMO-LUMO gap (spin up / spin down) is 5.53 / 5.00 eV. As for the expectation value of S²: 6.125. Its energy above the lowest of the compared OMol25 structures with the same formula, charge and spin is 154.4 kcal/mol. Its charge is +1. As for the largest force on an atom: 5.5 eV Å⁻¹. As for the spin multiplicity: 5.

2.
Density functional theory data (ωB97M-V with the def2-TZVPD basis set) for 6 unconnected molecules or ions with the total composition C25H44N2O16P.

Each line ends with the Mulliken charge.
Cartesian coordinates (Å):
P -2.225 0.764 -0.468  0.72
O 1.247 -5.551 -1.890  -0.53
O 0.820 -7.744 -1.640  -0.34
O 7.221 -1.249 -0.919  -0.34
O 1.094 0.395 -0.284  -0.62
O -2.092 4.253 7.057  -0.33
O 8.799 -1.911 -2.334  -0.33
O -2.647 5.626 5.409  -0.26
O -2.203 3.472 4.950  -0.58
O -0.860 -6.297 -1.627  -0.30
O 9.070 -2.265 -0.122  -0.51
O -1.973 2.088 -5.142  -0.34
O 2.665 -1.206 -0.409  -0.24
O -0.674 1.214 -3.574  -0.20
O -1.826 5.198 0.120  -0.52
O 0.585 -1.754 0.116  -0.33
O -2.717 0.354 -3.907  -0.61
N -4.709 -0.148 0.415  -0.33
N -1.696 5.104 2.409  -0.53
C -2.290 3.081 1.088  -0.62
C 0.478 -6.451 -1.735  0.64
C -1.918 4.566 1.140  0.23
C -0.867 2.997 -4.998  -0.48
C -2.473 7.816 6.451  -1.40
C 8.432 -1.849 -1.031  0.63
C 1.100 2.863 -3.356  -1.18
C 6.859 -0.682 -2.190  0.54
C -2.166 2.558 -0.341  -0.23
C 0.176 2.142 -4.298  0.43
C 1.273 -3.024 -0.111  0.74
C -1.867 1.145 -4.197  0.65
C 0.824 -4.067 0.872  -1.66
C -2.882 6.380 6.627  0.42
C 2.720 -2.583 0.016  -0.59
C 1.426 -0.757 -0.200  0.61
C 5.366 -0.737 -2.366  -1.30
C -2.064 5.574 7.623  -0.46
C -0.340 -8.511 -1.238  0.47
C -5.480 1.026 0.832  -0.83
C -0.309 -9.882 -1.855  -1.43
C -1.463 -7.598 -1.703  -0.47
C -2.304 4.367 5.739  0.66
C -3.301 -0.116 0.720  -0.66
C 7.679 -1.541 -3.139  -0.49
H -4.875 -0.345 -0.565  0.29
H 7.137 -2.447 -3.426  0.31
H -6.515 0.734 1.007  0.32
H -1.190 2.840 -0.746  0.16
H 1.054 -3.328 -1.134  0.26
H -2.889 -1.131 0.759  0.41
H -1.260 -10.386 -1.674  0.38
H -0.914 0.306 -0.294  -0.19
H -2.484 5.626 2.782  0.28
H -2.933 2.997 -0.981  0.51
H -0.151 -9.806 -2.931  0.35
H 1.841 2.186 -2.935  0.26
H -3.144 8.335 5.769  0.35
H 8.030 -1.022 -4.026  0.32
H -5.080 1.392 1.779  0.31
H -2.348 -7.619 -1.073  0.31
H 3.069 -2.606 1.050  0.31
H 1.487 -4.928 0.790  0.40
H -3.134 0.335 1.702  0.45
H -0.572 3.353 -5.980  0.31
H -3.317 2.996 1.455  0.14
H -0.319 -8.563 -0.147  0.27
H 0.867 -3.678 1.890  0.45
H 5.091 -0.471 -3.388  0.42
H -2.481 5.539 8.624  0.31
H 0.730 1.545 -5.026  0.26
H 3.406 -3.127 -0.625  0.34
H -1.458 7.873 6.057  0.35
H 0.535 3.313 -2.538  0.21
H -3.948 6.289 6.848  0.25
H -5.476 1.854 0.111  0.27
H -2.505 8.325 7.415  0.38
H -1.541 4.354 3.079  0.30
H 4.868 -0.052 -1.682  0.37
H -1.736 -7.794 -2.743  0.31
H -1.188 3.835 -4.376  0.30
H -2.611 0.397 -1.763  0.04
H 0.487 -10.486 -1.426  0.36
H -1.662 2.528 1.796  0.49
H -0.191 -4.395 0.654  0.30
H 1.620 3.658 -3.892  0.40
H 7.225 0.349 -2.202  0.25
H 5.009 -1.747 -2.160  0.16
H -1.025 5.911 7.657  0.30

The HOMO-LUMO gap is 10.24 eV. Its charge is +1. As for the largest force on an atom: 0.8 eV Å⁻¹.

3.
Density functional theory data (ωB97M-V with the def2-TZVPD basis set) for a molecular structure, C25H44N2O4RuSi in a non-equilibrium geometry.

Each line ends with the Mulliken charge.
Cartesian coordinates (Å):
Ru -0.578 -0.137 -2.067  0.52
Si 0.225 0.272 1.203  -1.55
O 0.956 -0.817 2.181  0.33
O 0.138 -0.304 -0.313  1.46
O -1.307 0.510 1.760  -0.42
O 1.047 1.691 1.244  0.20
N 0.897 0.491 -3.379  0.23
N 0.590 -1.907 -2.630  0.05
C 2.421 -3.960 -2.868  -0.59
C 0.058 2.638 3.279  -1.31
C 3.046 1.454 -4.910  -0.61
C 1.723 -1.711 -3.343  0.92
C 2.644 -2.755 -3.518  -0.49
C -1.826 1.399 -1.691  -1.17
C 2.221 -1.545 2.210  1.62
C 1.230 -4.131 -2.154  -0.63
C 1.882 -0.352 -3.807  0.02
C -3.594 -0.007 2.313  -1.72
C -2.176 -0.564 2.239  1.49
C 2.109 -2.594 3.315  -1.67
C 1.975 3.744 2.105  -1.65
C 2.945 0.119 -4.582  -0.43
C 2.009 2.285 -4.489  -0.66
C -2.134 -1.740 1.262  -0.70
C -4.965 -0.145 -1.654  -0.30
C -0.236 3.761 1.031  -1.43
C 3.344 -0.598 2.627  -1.58
C -4.969 1.156 -2.452  -0.83
C -1.742 -0.952 3.652  -1.47
C 0.692 2.940 1.918  1.56
C 0.304 -3.103 -2.082  -0.21
C 0.940 1.794 -3.755  -0.43
C 2.496 -2.227 0.866  -1.53
H 3.507 -2.537 -4.127  0.42
H -4.112 1.230 -3.116  0.14
H 1.988 -2.096 4.288  0.40
H -0.931 2.187 3.144  0.22
H -4.273 -0.806 2.647  0.43
H -0.067 3.553 3.877  0.57
H -5.120 -1.003 -2.316  0.34
H -1.189 2.228 -1.346  0.21
H 2.436 3.976 1.137  0.39
H -1.170 3.236 0.805  0.19
H -3.944 0.355 1.337  0.29
H 4.290 -1.161 2.685  0.47
H -0.708 -1.323 3.662  0.04
H -1.137 -2.207 1.231  -0.07
H 3.676 -0.619 -4.898  0.37
H 3.900 1.834 -5.475  0.47
H 1.692 -2.933 0.621  0.31
H 1.746 4.696 2.605  0.41
H 0.704 1.952 3.843  0.31
H -0.682 -3.184 -1.610  0.43
H 0.266 4.017 0.087  0.37
H 3.032 -3.196 3.355  0.49
H -0.495 4.705 1.536  0.50
H 3.172 -4.746 -2.918  0.46
H 2.596 -1.498 0.047  0.23
H 2.022 3.340 -4.728  0.42
H -4.024 -0.303 -1.122  -0.23
H -2.400 -1.742 4.042  0.47
H -3.657 0.807 3.046  0.40
H -5.868 1.236 -3.066  0.37
H 1.023 -5.062 -1.637  0.47
H 3.133 -0.197 3.631  0.40
H -2.861 -2.510 1.567  0.66
H -1.820 -0.074 4.310  0.37
H -2.379 1.761 -2.584  0.68
H 2.707 3.210 2.722  0.39
H -5.766 -0.160 -0.915  0.28
H 1.263 -3.272 3.144  0.34
H -4.961 2.035 -1.795  0.29
H 3.440 -2.800 0.931  0.58
H 0.078 2.368 -3.428  0.47
H 3.479 0.233 1.921  0.31
H -2.556 1.165 -0.897  0.15
H -2.396 -1.402 0.248  -0.25

The HOMO-LUMO gap (spin up / spin down) is 8.20 / 4.16 eV. As for the expectation value of S²: 6.030. Its energy above the lowest of the compared OMol25 structures with the same formula, charge and spin is 0.0 kcal/mol. Its charge is +2. As for the largest force on an atom: 3.1 eV Å⁻¹. As for the spin multiplicity: 5.